# 1
{
  "formula": "CH3FN2O",
  "method": "ωB97M-V/def2-TZVPD",
  "e_above_lowest_ev": 4.667,
  "smiles": "NC(=O)NF",
  "largest_force_ev_per_a": 9.98,
  "elements": ["C", "N", "N", "O", "F", "H", "H", "H"],
  "positions_angstrom": [[-0.21380, -0.28979, 0.03498], [0.30299, -0.33698, -1.16002], [-0.03982, 0.68804, 0.91353], [-0.99412, -1.57073, 0.75638], [-0.66767, 0.77310, 2.07820], [0.91382, 0.35050, -1.64350], [0.44541, -1.19322, -1.62005], [0.25318, 1.57909, 0.64047]],
  "atomic_forces_ev_per_a": [[-4.2, -6.8, 6.0], [1.5, 1.9, -1.7], [0.9, -0.4, -1.9], [3.7, 5.8, -4.0], [-0.8, -0.5, 0.7], [-0.9, -0.1, 1.2], [-0.6, -1.6, 0.0], [0.5, 1.6, -0.3]],
  "lowdin_charge": [-0.33, 0.16, 0.03, -0.29, 0.05, 0.14, 0.10, 0.14]
}

# 2
{
  "formula": "CH3FN2P2",
  "method": "ωB97M-V/def2-TZVPD",
  "e_above_lowest_ev": 1.005,
  "largest_force_ev_per_a": 3.20,
  "elements": ["C", "N", "N", "F", "P", "P", "H", "H", "H"],
  "positions_angstrom": [[1.47919, -0.08598, -0.09298], [0.57057, -0.99344, -0.73363], [-2.43056, 2.06849, 0.18326], [-1.19776, -0.80736, 1.20327], [-2.65496, 0.72170, -0.33909], [-0.82857, -1.48692, -0.37732], [1.34657, 0.93463, -0.56670], [2.48437, -0.32359, -0.17402], [1.23115, -0.02754, 0.89721]],
  "atomic_forces_ev_per_a": [[-1.5, 1.7, -2.2], [-0.8, -0.6, -0.3], [0.2, 0.9, 0.3], [0.4, -1.1, -1.6], [-0.8, -0.1, -0.4], [1.1, 0.5, 1.6], [0.1, -1.0, 0.5], [1.9, -0.9, -0.6], [-0.5, 0.5, 2.7]],
  "lowdin_charge": [-0.19, -0.38, -0.49, -0.54, 0.63, 0.78, 0.11, 0.05, 0.03]
}

# 3
{
  "formula": "CH3FO2",
  "method": "ωB97M-V/def2-TZVPD",
  "e_above_lowest_ev": 6.605,
  "smiles": "C=O.OF",
  "largest_force_ev_per_a": 4.14,
  "elements": ["C", "O", "O", "F", "H", "H", "H"],
  "positions_angstrom": [[1.21454, 0.27262, 0.17865], [0.59706, 1.25747, -0.10564], [-2.06108, 0.12871, 0.10440], [-1.11083, -1.06073, -0.00765], [1.44568, -0.38309, -0.67562], [-1.43248, -0.05905, -0.66261], [1.34710, -0.15593, 1.16846]],
  "atomic_forces_ev_per_a": [[-1.0, -0.9, -1.6], [0.2, 0.9, 0.7], [0.6, -0.9, -0.2], [0.3, -2.7, 2.2], [0.8, -0.3, 0.2], [-1.2, 3.4, -2.0], [0.3, 0.4, 0.7]],
  "lowdin_charge": [-0.16, -0.01, 0.08, -0.12, 0.08, 0.05, 0.08]
}

# 4
{
  "formula": "CH3FO2S",
  "method": "ωB97M-V/def2-TZVPD",
  "e_above_lowest_ev": 0.088,
  "smiles": "CS(=O)(=O)F",
  "largest_force_ev_per_a": 4.19,
  "elements": ["C", "O", "O", "F", "S", "H", "H", "H"],
  "positions_angstrom": [[-0.34691, 0.09818, 0.81726], [1.22222, -1.29707, -0.73079], [1.23194, 1.07999, -1.08242], [-0.79213, -0.17130, -1.45648], [0.58997, -0.07622, -0.59014], [-1.12600, 0.96900, 0.72080], [-0.98142, -0.70103, 0.59508], [0.20233, 0.09845, 1.72670]],
  "atomic_forces_ev_per_a": [[-1.9, 2.6, 0.3], [1.0, -2.8, 0.5], [0.2, 0.8, 0.4], [0.9, -0.1, -0.2], [-1.6, 2.8, -2.7], [2.1, -1.1, 0.1], [-1.0, -1.9, 1.0], [0.3, -0.2, 0.7]],
  "lowdin_charge": [-0.14, -0.22, -0.25, -0.22, 0.58, 0.14, 0.04, 0.07]
}

# 5
{
  "formula": "CH3FO3S",
  "method": "ωB97M-V/def2-TZVPD",
  "e_above_lowest_ev": 0.000,
  "smiles": "COS(=O)(=O)F",
  "largest_force_ev_per_a": 4.81,
  "elements": ["C", "O", "O", "O", "F", "S", "H", "H", "H"],
  "positions_angstrom": [[1.27225, 0.11775, -0.20158], [-2.38581, 0.51002, -0.59783], [-1.11033, 0.30248, 1.48060], [0.02002, 0.31629, -0.67098], [-1.28244, -1.61758, 0.09932], [-1.29353, 0.00871, 0.10940], [1.84537, -0.66728, -0.70028], [1.11590, -0.01607, 0.80381], [1.81858, 1.04568, -0.32247]],
  "atomic_forces_ev_per_a": [[2.6, 0.4, -0.1], [-0.5, -0.2, -1.0], [0.1, 0.1, 0.2], [-3.9, 0.2, -2.8], [-0.1, 1.7, -0.7], [1.4, -1.4, 1.7], [-0.5, -0.2, 0.1], [0.8, -0.8, 2.7], [0.1, 0.2, -0.1]],
  "lowdin_charge": [-0.11, -0.18, -0.22, -0.23, -0.15, 0.61, 0.11, 0.06, 0.11]
}

# 6
{
  "formula": "CH3FOS",
  "method": "ωB97M-V/def2-TZVPD",
  "e_above_lowest_ev": 3.749,
  "largest_force_ev_per_a": 3.00,
  "elements": ["C", "O", "F", "S", "H", "H", "H"],
  "positions_angstrom": [[0.69778, 0.52038, 0.84675], [-0.56592, -1.12398, -2.35142], [-0.45496, 0.93872, 1.28645], [-0.37762, -0.93957, -0.81417], [1.29995, 1.24421, 0.35961], [0.96537, -0.43075, 1.10704], [-1.56461, -0.20901, -0.43427]],
  "atomic_forces_ev_per_a": [[-0.7, 0.7, -2.5], [0.7, 0.7, 2.7], [-1.1, 0.7, 1.2], [-1.9, -0.1, -2.3], [0.6, 0.5, -0.1], [1.0, -1.9, 1.3], [1.4, -0.6, -0.3]],
  "lowdin_charge": [-0.17, -0.66, -0.04, 0.81, 0.07, 0.01, -0.03]
}

# 7
{
  "formula": "CH3FOS",
  "method": "ωB97M-V/def2-TZVPD",
  "e_above_lowest_ev": 1.012,
  "largest_force_ev_per_a": 4.19,
  "elements": ["C", "O", "F", "S", "H", "H", "H"],
  "positions_angstrom": [[-0.09394, -0.74306, 0.57302], [-0.96493, 1.21602, -1.44507], [1.42313, 1.08827, -0.72008], [-0.13964, 1.22119, -0.21486], [-1.12935, -0.87787, 0.94569], [0.71075, -0.63243, 1.25558], [0.19398, -1.27212, -0.39428]],
  "atomic_forces_ev_per_a": [[-0.8, 2.4, -3.3], [1.1, -0.2, 1.8], [-0.6, 0.0, 0.3], [-0.5, -2.2, -1.0], [0.9, -0.2, -0.2], [0.4, -0.3, 0.8], [-0.6, 0.4, 1.6]],
  "lowdin_charge": [-0.13, -0.51, -0.38, 0.92, 0.04, 0.00, 0.06]
}

# 8
{
  "formula": "CH3FS2",
  "method": "ωB97M-V/def2-TZVPD",
  "s2": 2.01,
  "e_above_lowest_ev": 0.785,
  "largest_force_ev_per_a": 7.55,
  "spin_multiplicity": 3,
  "elements": ["C", "F", "S", "S", "H", "H", "H"],
  "positions_angstrom": [[-0.04590, 2.70546, 0.33339], [4.00797, -1.40169, -1.34021], [-0.15833, 1.20553, 0.71471], [3.31358, -0.05712, -0.62481], [-0.87576, 3.49586, 0.42476], [0.81612, 3.22952, -0.28154], [3.01430, -0.67764, 0.46638]],
  "atomic_forces_ev_per_a": [[0.8, 7.1, -2.3], [-0.5, 1.1, 0.5], [-0.3, -4.1, 1.0], [0.9, -0.4, -1.8], [1.0, -1.5, 0.1], [-1.5, -1.5, 1.2], [-0.4, -0.7, 1.3]],
  "mulliken_spin": [0.60, 0.00, 1.22, 0.01, 0.08, 0.08, 0.00]
}

# 9
{
  "formula": "CH3I2N",
  "method": "ωB97M-V/def2-TZVPD",
  "e_above_lowest_ev": 1.773,
  "largest_force_ev_per_a": 4.56,
  "elements": ["C", "N", "I", "I", "H", "H", "H"],
  "positions_angstrom": [[0.90940, -0.00449, 0.06612], [-0.82429, -0.02850, -0.46431], [-1.70105, -1.72355, 0.09292], [-1.74791, 1.74269, 0.17732], [1.15478, 0.45751, 1.04588], [1.15137, -1.01343, -0.06470], [1.05770, 0.56977, -0.85323]],
  "atomic_forces_ev_per_a": [[-3.9, 1.8, -1.6], [3.2, 1.3, 1.1], [-0.7, -1.0, 0.5], [0.3, -0.6, 0.0], [-0.6, -0.3, -0.8], [0.6, -1.4, 0.1], [1.1, 0.1, 0.7]],
  "lowdin_charge": [-0.13, -1.21, 0.66, 0.59, 0.06, -0.01, 0.04]
}

# 10
{
  "formula": "CH3I2NO",
  "method": "ωB97M-V/def2-TZVPD",
  "e_above_lowest_ev": 0.431,
  "largest_force_ev_per_a": 4.34,
  "elements": ["C", "N", "O", "I", "I", "H", "H", "H"],
  "positions_angstrom": [[-1.11441, -0.08535, -0.01141], [1.13228, -0.05787, -0.26143], [0.07182, -0.44728, 0.62479], [1.55907, 2.06865, -0.01932], [2.61012, -1.35663, -0.03694], [-1.81250, -0.87106, 0.27781], [-0.96169, -0.09378, -0.99878], [-1.48468, 0.84331, 0.42528]],
  "atomic_forces_ev_per_a": [[-1.5, -0.4, 4.0], [-1.8, 1.2, 0.0], [2.2, 0.1, -0.1], [0.1, -0.9, 0.2], [1.1, -0.5, 0.4], [-0.2, 0.0, -0.2], [0.2, 0.3, -3.9], [0.0, 0.3, -0.5]],
  "lowdin_charge": [-0.15, -1.07, -0.43, 0.62, 0.81, 0.10, 0.04, 0.08]
}

# 11
{
  "formula": "CH3I2O2P",
  "method": "ωB97M-V/def2-TZVPD",
  "s2": 2.01,
  "e_above_lowest_ev": 0.582,
  "largest_force_ev_per_a": 5.23,
  "spin_multiplicity": 3,
  "elements": ["C", "O", "O", "P", "I", "I", "H", "H", "H"],
  "positions_angstrom": [[0.05767, -0.18634, 0.23591], [0.42718, -2.75147, 1.29487], [2.33918, -1.44963, -0.15142], [1.15939, -1.45638, 0.94538], [3.68256, -2.82881, 0.25503], [2.06143, -0.43392, 2.95107], [-0.04990, -0.69076, -0.66947], [-0.69624, -0.15076, 0.97279], [0.68414, 0.60571, 0.24050]],
  "atomic_forces_ev_per_a": [[1.1, -3.1, 2.1], [2.0, 2.4, -0.9], [-3.4, 2.6, -0.1], [-2.5, -1.6, 0.4], [3.8, -3.5, 0.7], [0.2, 0.0, 0.1], [-1.2, -0.1, -1.8], [-1.4, 0.3, 0.1], [1.5, 3.0, -0.5]],
  "mulliken_spin": [0.01, 0.01, 0.26, 0.03, 1.67, 0.01, 0.00, 0.00, 0.00]
}

# 12
{
  "formula": "CH3I2P",
  "method": "ωB97M-V/def2-TZVPD",
  "e_above_lowest_ev": 3.295,
  "largest_force_ev_per_a": 4.67,
  "elements": ["C", "P", "I", "I", "H", "H", "H"],
  "positions_angstrom": [[0.47051, 0.04208, 0.44204], [-0.99454, 0.79441, -0.45416], [2.07398, 1.19214, -0.05427], [0.72467, -2.02044, -0.16734], [0.42355, -0.01268, 1.82173], [-1.92906, -0.04074, -0.06985], [-0.76910, 0.04524, -1.51814]],
  "atomic_forces_ev_per_a": [[-1.3, -1.4, 4.3], [1.4, 2.9, 1.4], [1.5, 0.9, -0.3], [0.1, 0.1, 0.3], [-0.2, 0.3, -4.6], [-2.0, -1.8, 1.1], [0.5, -1.0, -2.2]],
  "lowdin_charge": [-1.72, 0.63, 0.71, 0.61, 0.11, -0.16, -0.17]
}

# 13
{
  "formula": "CH3I3N2O2S",
  "method": "ωB97M-V/def2-TZVPD",
  "e_above_lowest_ev": 0.000,
  "largest_force_ev_per_a": 2.38,
  "elements": ["C", "N", "N", "O", "O", "S", "I", "I", "I", "H", "H", "H"],
  "positions_angstrom": [[-1.30809, 0.46126, 0.64326], [1.80723, -0.03690, 0.21780], [-0.73424, -0.40456, -0.35078], [0.56772, 1.44816, -1.18718], [0.89727, -0.88177, -2.00869], [0.73382, 0.04231, -0.96533], [-0.61415, 0.25356, 2.65832], [-3.45542, 0.12526, 0.62770], [-1.09434, -2.45599, -0.34309], [-1.23408, 1.42330, 0.06036], [2.30575, -0.86109, 0.48636], [2.12854, 0.88648, 0.16127]],
  "atomic_forces_ev_per_a": [[-1.0, 0.0, -1.9], [-1.0, -0.5, -0.5], [-0.4, -1.2, 0.8], [0.6, 0.1, -0.1], [1.2, -0.8, -1.2], [-2.2, 0.3, -0.1], [0.1, 0.3, -0.1], [0.2, 0.3, 0.1], [0.2, 0.6, 0.3], [0.2, -0.3, 1.8], [0.4, -0.1, -0.1], [1.8, 1.2, 1.1]],
  "lowdin_charge": [-1.35, -0.05, -0.83, -0.28, -0.34, 0.37, 0.73, 0.70, 0.87, 0.04, 0.09, 0.06]
}

# 14
{
  "formula": "CH3I3Si",
  "method": "ωB97M-V/def2-TZVPD",
  "e_above_lowest_ev": 0.000,
  "smiles": "C[Si](I)(I)I",
  "largest_force_ev_per_a": 3.73,
  "elements": ["C", "Si", "I", "I", "I", "H", "H", "H"],
  "positions_angstrom": [[-0.75993, -0.40471, -0.68778], [0.59222, 0.16405, 0.45367], [-0.40164, 1.01138, 2.51918], [2.13874, -1.65352, 0.96094], [1.55762, 2.23224, -0.55062], [-0.47551, -0.76909, -1.59615], [-1.35555, -1.20231, -0.19275], [-1.29595, 0.62196, -0.90649]],
  "atomic_forces_ev_per_a": [[-1.7, 2.4, 2.3], [0.0, 0.4, -0.2], [0.0, -0.2, 0.0], [0.0, 0.3, -0.1], [0.0, -0.7, 0.1], [1.2, -1.0, -2.5], [0.0, 0.9, -0.2], [0.4, -2.2, 0.6]],
  "lowdin_charge": [-0.37, -0.86, 0.38, 0.40, 0.35, -0.02, 0.05, 0.07]
}

# 15
{
  "formula": "CH3IN2",
  "method": "ωB97M-V/def2-TZVPD",
  "e_above_lowest_ev": 1.160,
  "smiles": "IC1NN1",
  "largest_force_ev_per_a": 3.58,
  "elements": ["C", "N", "N", "I", "H", "H", "H"],
  "positions_angstrom": [[0.39977, 0.04442, 0.75023], [-0.09540, 0.71040, -0.65530], [-0.82604, -0.31182, 0.08876], [0.54546, 1.20079, 2.54943], [1.37111, -0.40446, 0.68267], [-0.44071, 1.58998, -0.30119], [-0.86551, -1.27256, -0.17100]],
  "atomic_forces_ev_per_a": [[-1.3, 1.8, -2.6], [1.9, -2.2, 2.1], [0.5, 1.6, 3.0], [-0.5, -0.2, -0.5], [-0.1, -0.8, -0.5], [-0.9, 0.2, 0.0], [0.4, -0.4, -1.4]],
  "lowdin_charge": [-0.75, -0.01, -0.10, 0.71, 0.03, 0.03, 0.09]
}

# 16
{
  "formula": "CH3IO2P",
  "method": "ωB97M-V/def2-TZVPD",
  "e_above_lowest_ev": 0.218,
  "charge": -1,
  "smiles": "C[P@](=O)([O-])I",
  "largest_force_ev_per_a": 2.69,
  "elements": ["C", "O", "O", "P", "I", "H", "H", "H"],
  "positions_angstrom": [[0.79602, -0.50337, -0.02883], [-0.67205, 1.47812, -1.18922], [-0.75399, 1.49988, 1.34781], [-0.57098, 0.73220, 0.11047], [-2.41991, -0.98537, 0.06032], [1.31370, -0.70172, 0.90967], [0.65793, -1.37968, -0.62347], [1.64927, -0.14006, -0.58675]],
  "atomic_forces_ev_per_a": [[1.4, 0.8, 0.6], [0.2, -0.9, 0.5], [0.5, -0.4, 1.2], [0.1, 1.0, -2.5], [-0.6, -0.4, 0.1], [-0.7, -0.5, 0.4], [-1.1, -0.8, 0.2], [0.1, 1.3, -0.4]],
  "lowdin_charge": [-0.28, -0.47, -0.44, -0.04, 0.19, 0.03, 0.00, 0.02]
}

# 17
{
  "formula": "CH3IO2S",
  "method": "ωB97M-V/def2-TZVPD",
  "e_above_lowest_ev": 1.827,
  "largest_force_ev_per_a": 4.51,
  "elements": ["C", "O", "O", "S", "I", "H", "H", "H"],
  "positions_angstrom": [[0.29894, 0.78913, -0.02712], [0.29500, -0.21010, 0.69560], [-0.77898, -1.74543, -1.03092], [0.05969, -2.37771, -0.08657], [-0.63056, -4.76179, 0.05994], [-0.38284, -2.07795, 1.33365], [-0.24737, 1.81153, 0.31530], [0.84485, 0.91929, -1.03203]],
  "atomic_forces_ev_per_a": [[-0.4, 0.8, 1.4], [0.5, 3.8, -1.5], [-2.2, 1.2, -2.1], [1.7, -1.9, 3.7], [-0.1, 0.0, 0.1], [0.2, -0.9, -2.2], [1.0, -2.2, -0.6], [-0.7, -0.8, 1.2]],
  "lowdin_charge": [-0.08, -0.21, -0.62, 0.35, 0.31, 0.01, 0.13, 0.11]
}

# 18
{
  "formula": "CH3IO2S2",
  "method": "ωB97M-V/def2-TZVPD",
  "e_above_lowest_ev": 3.363,
  "largest_force_ev_per_a": 2.83,
  "elements": ["C", "O", "O", "S", "S", "I", "H", "H", "H"],
  "positions_angstrom": [[1.16163, 0.18019, 0.20703], [-0.58207, 0.96986, -2.26635], [-1.03989, -1.80744, 0.68220], [-1.19825, -0.36655, -1.92251], [-0.90732, -0.43588, 0.23771], [-1.77198, 0.90876, 2.34564], [1.35500, 0.73636, 1.16467], [1.68635, -0.87166, 0.32921], [1.29653, 0.68637, -0.77758]],
  "atomic_forces_ev_per_a": [[-0.9, -2.5, 0.7], [-0.5, -1.1, 0.0], [0.0, -0.6, 0.0], [0.6, 1.2, 0.0], [2.6, 1.0, -0.2], [-0.1, 0.3, 0.3], [-0.6, -0.2, -1.3], [-1.2, 2.1, -0.6], [-0.1, -0.3, 1.1]],
  "lowdin_charge": [-0.13, -0.64, -0.59, 0.72, 0.21, 0.30, 0.03, 0.08, 0.02]
}

# 19
{
  "formula": "CH3IO3",
  "method": "ωB97M-V/def2-TZVPD",
  "e_above_lowest_ev": 0.183,
  "smiles": "O=C(O)O.I",
  "largest_force_ev_per_a": 2.90,
  "elements": ["C", "O", "O", "O", "I", "H", "H", "H"],
  "positions_angstrom": [[1.12738, -0.38020, 0.19520], [0.23737, 0.22638, -0.65408], [0.84444, -0.56217, 1.35172], [2.24184, -0.68765, -0.40192], [-2.50825, 0.52496, 1.07827], [-0.63133, 0.17517, -0.25538], [-3.53766, 0.98249, 0.01013], [2.22621, -0.27898, -1.32394]],
  "atomic_forces_ev_per_a": [[-2.6, 1.0, 0.8], [1.8, -0.5, -0.8], [0.7, -0.4, -0.4], [1.1, 0.6, -2.0], [0.4, -0.3, 1.2], [-0.5, 0.2, 0.4], [-0.9, 0.4, -0.8], [0.0, -0.9, 1.6]],
  "lowdin_charge": [-0.68, 0.03, 0.08, 0.16, 0.71, -0.12, -0.35, 0.17]
}

# 20
{
  "formula": "CH3IO3S2",
  "method": "ωB97M-V/def2-TZVPD",
  "e_above_lowest_ev": 0.220,
  "largest_force_ev_per_a": 3.21,
  "elements": ["C", "O", "O", "O", "S", "S", "I", "H", "H", "H"],
  "positions_angstrom": [[0.96529, 0.25195, -2.01602], [-1.24201, -1.21083, -2.61034], [-1.63152, 1.22263, -2.48063], [-1.33067, -0.00895, -0.44093], [-0.78001, 2.15209, -3.40591], [-0.90527, -0.11405, -1.79702], [-0.03618, 3.70832, -1.73992], [1.04205, -0.12587, -3.03582], [1.54510, 1.09376, -1.61673], [1.33527, -0.50278, -1.33731]],
  "atomic_forces_ev_per_a": [[-1.4, -1.8, 0.5], [0.1, -0.9, -0.7], [-1.2, -1.8, 0.9], [0.3, -0.4, -0.1], [1.1, 2.0, -1.2], [1.4, 2.5, 1.5], [0.1, 0.2, -0.2], [0.8, 0.6, 0.1], [-1.1, 0.6, -0.8], [0.0, -0.9, 0.0]],
  "lowdin_charge": [-0.17, -0.25, -0.81, -0.28, 0.36, 0.55, 0.48, 0.05, 0.03, 0.05]
}